(1)
# C2H10O2S2

A 4-piece molecular cluster, C2H10O2S2 overall (ωB97M-V/def2-TZVPD, the OMol25 dataset).

Total energy: -1028.55852 a.u.
Energy relative to the best compared isomer or geometry (same formula, charge and spin): 120.61 kcal/mol

ORCA input file:
```
! RIJCOSX wB97M-V def2-TZVPD def2/J DEFGRID3
* xyz 1 2
H -0.00337 1.10455 0.39552
H 1.74908 2.46122 -1.43151
C 0.90367 -2.08827 0.72307
O -0.89644 -0.66006 -1.91759
H 1.77578 1.00346 -0.72544
C -0.83159 1.57478 0.87825
H 1.05349 -3.07478 0.32080
H -0.46704 1.68467 1.86386
H -1.15167 2.53413 0.50934
O 1.57775 2.00148 -0.64403
H 1.33575 -1.98716 1.72017
H -0.15823 -1.81357 0.75216
S 1.72239 -0.93189 -0.43102
H 0.03823 -0.83584 -1.75113
S -2.26941 0.40650 1.07047
H -1.30275 -0.32091 -0.99998
*
```

(2)
# C2H10O3

A 3-piece molecular cluster, C2H10O3 overall (ωB97M-V/def2-TZVPD, the OMol25 dataset).

Total energy: -307.85600 a.u.
Energy relative to the best compared isomer or geometry (same formula, charge and spin): 31.45 kcal/mol

ORCA input file:
```
! RIJCOSX wB97M-V def2-TZVPD def2/J DEFGRID3
* xyz 0 1
H -2.17382 -1.20267 0.01319
H 0.22938 -1.55187 -0.90467
C -0.71674 0.11933 0.21299
O -0.57440 -2.99858 0.54475
H -1.00731 1.24477 -0.02461
H 0.03935 -0.00017 1.12866
H 3.46513 3.71884 -0.01294
H 2.72025 4.47786 1.03390
H -1.12231 -3.48768 0.03127
H -1.18360 -2.41273 0.98981
C -0.20148 -0.47509 -1.07212
H -0.95966 -0.61576 -1.76566
O -1.84904 -0.62338 0.75898
O 2.77895 3.58750 0.53947
H 0.55527 0.21963 -1.47301
*
```

(3)
# C2H10O4

A 4-piece molecular cluster, C2H10O4 overall (ωB97M-V/def2-TZVPD, the OMol25 dataset).

Total energy: -383.13822 a.u.
Energy relative to the best compared isomer or geometry (same formula, charge and spin): 10.85 kcal/mol

ORCA input file:
```
! RIJCOSX wB97M-V def2-TZVPD def2/J DEFGRID3
* xyz 0 1
O 0.73523 5.71707 3.68155
H 0.16207 5.61434 4.44730
H 0.21695 -2.72293 -0.86700
H 1.72371 -2.31588 -1.16267
H -1.20106 -4.17135 -0.01204
C -0.32014 -0.15407 -0.52977
H 0.65245 -0.11761 0.00084
O -0.66611 -3.49264 0.42028
H 0.95569 4.81594 3.42887
O 0.83850 -2.36394 -1.53142
H 0.21376 -0.23181 -2.46239
H -1.08842 0.92042 -2.26332
O -1.31393 -0.75168 -0.21334
H -1.28284 -2.77948 0.64067
H 0.51600 1.44611 -1.74011
C -0.14184 0.58751 -1.83747
*
```

(4)
# C2H10O4

A 4-piece molecular cluster, C2H10O4 overall (ωB97M-V/def2-TZVPD, the OMol25 dataset).

Total energy: -383.13290 a.u.
Energy relative to the best compared isomer or geometry (same formula, charge and spin): 14.19 kcal/mol

ORCA input file:
```
! RIJCOSX wB97M-V def2-TZVPD def2/J DEFGRID3
* xyz 0 1
H 0.71849 2.71702 0.63441
O 0.52806 -2.32093 -0.66066
H 0.61089 -1.35585 -0.55667
H 0.11909 2.19188 2.15334
H 1.36518 -2.77072 -0.77906
H -1.60197 2.38435 -2.95656
H -2.70217 2.86463 -3.87968
H 2.08669 0.08117 1.55569
O -2.50996 2.20863 -3.20740
C 1.32129 0.72384 1.09047
O 0.85171 0.23602 0.07827
C 0.97907 2.10834 1.48528
O -0.67239 -2.66368 1.75830
H 1.83150 2.47130 2.12535
H -1.51810 -2.35964 1.41337
H -0.20935 -2.79667 0.89588
*
```

(5)
# C2H10O5

A 4-piece molecular cluster, C2H10O5 overall (ωB97M-V/def2-TZVPD, the OMol25 dataset).

Total energy: -458.14818 a.u.
Energy relative to the best compared isomer or geometry (same formula, charge and spin): 184.32 kcal/mol

ORCA input file:
```
! RIJCOSX wB97M-V def2-TZVPD def2/J DEFGRID3
* xyz 0 1
H 2.19460 -0.00300 1.52642
H -2.14934 -1.43647 -0.63343
O -1.20620 0.81491 1.11599
C 1.84550 0.20712 0.52754
H -1.85096 1.42751 1.50981
O -0.47767 1.69452 -1.17124
H 2.65485 0.38975 -0.18839
C 0.99941 -1.10723 0.10440
H 1.12570 1.01309 0.51284
H -0.54194 -0.51994 1.09754
H 1.67321 -1.99037 0.38475
H -1.04961 -0.72118 -1.33728
H -1.21357 2.03794 -1.68093
H -0.74409 1.62853 -0.20878
O 0.71431 -1.14357 -1.12401
O -2.01068 -0.94858 -1.45153
O 0.03647 -1.34300 1.01629
*
```

(6)
# C2H11B2Cl3HfO2

C2H11B2Cl3HfO2 as an isolated structure (ωB97M-V/def2-TZVPD, the OMol25 dataset).

Total energy: -1711.75993 a.u.
Energy relative to the best compared isomer or geometry (same formula, charge and spin): 8.27 kcal/mol

ORCA input file:
```
! RIJCOSX wB97M-V def2-TZVPD def2/J DEFGRID3
* xyz -2 1
O -5.50185 14.62507 -28.94998
H -7.74767 14.70728 -27.49693
B -8.38163 14.04828 -28.18251
H -6.07353 10.19683 -28.41587
H -6.62409 11.94053 -28.64670
Hf -6.10106 13.42250 -26.94787
H -2.66038 14.70731 -30.33595
H -9.52973 14.18426 -28.12828
H -4.97801 11.66473 -28.00429
H -3.98613 15.90559 -30.46291
H -6.47063 11.24587 -26.90386
Cl -7.87774 13.04870 -24.97422
B -6.03800 11.25621 -27.95432
Cl -5.90838 15.98578 -25.80369
H -7.83964 14.15681 -29.20595
C -3.30911 15.37923 -29.78528
H -2.85940 16.14992 -29.16558
H -8.16542 12.96165 -27.89892
Cl -4.41002 12.37838 -25.07753
C -4.23772 14.58716 -28.87534
O -3.82133 14.00153 -27.84823
*
```

(7)
# C2H11CuN6

C2H11CuN6 as an isolated structure (ωB97M-V/def2-TZVPD, the OMol25 dataset).

Total energy: -2051.63666 a.u.
Energy relative to the best compared isomer or geometry (same formula, charge and spin): 0.00 kcal/mol

ORCA input file:
```
! RIJCOSX wB97M-V def2-TZVPD def2/J DEFGRID3
* xyz -1 2
N 1.00030 0.86427 0.92925
H -1.28131 0.73689 1.83021
H -1.88560 1.97929 -0.06467
H 0.33680 -1.54518 -0.60261
H -0.65967 -2.01856 -1.97101
H 4.62463 1.61891 -0.24289
C -0.64545 -1.94016 -0.88252
H 0.44187 2.10582 2.61081
N 2.34132 2.46072 1.77466
C 1.15669 1.81004 1.85448
N 4.07917 2.34575 0.20013
N 2.90329 1.81150 0.73786
N 2.14621 0.88801 0.16244
H -0.75372 -2.92239 -0.42024
H -2.40593 0.99316 -1.31060
H -1.48328 -1.28580 -0.54162
H -0.81365 1.52578 -1.26058
N -1.61702 1.22402 -0.70213
Cu -0.85222 -0.12984 0.62478
H 4.56776 2.82236 0.95513
*
```

(8)
# C2H11N2

A 2-piece molecular cluster, C2H11N2 overall (ωB97M-V/def2-TZVPD, the OMol25 dataset).

Total energy: -192.06922 a.u.
Energy relative to the best compared isomer or geometry (same formula, charge and spin): 10.97 kcal/mol

ORCA input file:
```
! RIJCOSX wB97M-V def2-TZVPD def2/J DEFGRID3
* xyz 1 1
C 0.51103 0.93282 -2.23152
H -0.24594 -1.52112 3.18599
H 0.75398 1.95912 -1.94015
H -0.81818 -0.14692 3.65352
H -1.73147 -1.09652 2.71874
H 1.74334 0.25364 -0.64401
H 0.03699 -0.63120 0.74154
N -0.21704 -0.03801 -0.06197
H -0.26709 0.85562 0.43724
H -1.15313 -0.31980 -0.37220
C 0.84329 -0.07994 -1.14508
H 1.12551 0.73598 -3.10446
N -0.78743 -0.73558 2.82193
H -0.54996 0.89998 -2.48912
H 0.75610 -1.06805 -1.57044
*
```

(9)
# C2H11N2

A 2-piece molecular cluster, C2H11N2 overall (ωB97M-V/def2-TZVPD, the OMol25 dataset).

Total energy: -192.06046 a.u.
Energy relative to the best compared isomer or geometry (same formula, charge and spin): 16.47 kcal/mol

ORCA input file:
```
! RIJCOSX wB97M-V def2-TZVPD def2/J DEFGRID3
* xyz 1 1
H -1.85116 0.73972 -0.43688
H 1.16704 -1.99047 0.83905
H 0.46497 0.01014 -2.10892
C 0.38434 -0.40281 1.89274
N 1.17933 -0.98056 0.75742
N 0.05527 0.49515 -1.30685
H -0.66994 -0.60331 1.72842
H 0.50597 1.41398 -1.27668
H -1.89218 -0.13571 -1.96781
C -1.41935 0.68041 -1.42819
H 0.35870 -0.03136 -0.42428
H 0.52179 0.67754 1.85811
H -1.64308 1.60926 -1.93674
H 0.70092 -0.75627 2.86542
H 2.13738 -0.72569 0.94518
*
```

(10)
# C2H11N2O

A 2-piece molecular cluster, C2H11N2O overall (ωB97M-V/def2-TZVPD, the OMol25 dataset).

Total energy: -267.40800 a.u.
Energy relative to the best compared isomer or geometry (same formula, charge and spin): 10.92 kcal/mol

ORCA input file:
```
! RIJCOSX wB97M-V def2-TZVPD def2/J DEFGRID3
* xyz 0 2
H -1.59172 -0.81380 0.45469
H 0.52271 2.63511 0.21735
N -0.76921 -0.27991 0.14392
C 0.85485 1.60377 0.39990
N 1.45753 0.98772 -0.75190
H -1.06568 0.05746 -0.79264
H -1.13482 1.52351 1.21623
O -1.06011 -2.58197 -0.58048
H 0.07854 -0.88257 0.05836
C -0.31218 0.83395 1.03769
H -0.13551 -2.88634 -0.62486
H -0.03322 0.31210 1.95399
H 1.58122 1.75986 1.20186
H 1.08794 1.24788 -1.66067
H -1.50374 -3.35326 -0.96696
H 2.44669 1.17585 -0.84464
*
```

(11)
# C2H11N2O

A 2-piece molecular cluster, C2H11N2O overall (ωB97M-V/def2-TZVPD, the OMol25 dataset).

Total energy: -267.29331 a.u.
Energy relative to the best compared isomer or geometry (same formula, charge and spin): 19.69 kcal/mol

ORCA input file:
```
! RIJCOSX wB97M-V def2-TZVPD def2/J DEFGRID3
* xyz 1 1
N -0.13651 0.37562 -1.36299
H 1.69667 2.32392 1.30906
H 0.79300 0.76116 -1.37817
H -0.49628 0.53658 -2.29066
C -0.33399 -1.01582 -0.97533
H 0.25930 -0.08077 1.23697
H -1.00920 -0.50783 2.22720
N -0.41669 -0.82677 1.45623
H 0.56555 -1.56374 -0.71594
C -1.30099 -1.03347 0.19659
H 0.08023 -1.66448 1.75299
H -1.80305 -1.97842 0.38389
H -1.87642 -0.12364 0.18156
O 1.83202 2.03822 0.39152
H 1.42841 2.74852 -0.13317
H -0.84001 -1.50112 -1.81041
*
```

(12)
# C2H11N2O

A 2-piece molecular cluster, C2H11N2O overall (ωB97M-V/def2-TZVPD, the OMol25 dataset).

Total energy: -267.23292 a.u.
Energy relative to the best compared isomer or geometry (same formula, charge and spin): 57.59 kcal/mol

ORCA input file:
```
! RIJCOSX wB97M-V def2-TZVPD def2/J DEFGRID3
* xyz 1 1
C 0.02436 0.70874 -2.18017
H 1.35074 1.12690 -0.57499
H -0.94218 0.79878 -1.74396
N 0.99538 0.26470 -1.06614
N -0.33815 -1.26952 0.72049
H 0.33141 1.61784 -2.88291
H -1.89032 1.06552 2.63820
O -1.22518 0.77293 1.97077
H 0.66191 0.44165 1.64080
H -0.04609 -0.18238 -2.83323
C -0.16190 -0.31707 1.78649
H 0.00587 -2.25084 1.00101
H 1.82801 -0.12018 -1.46667
H 0.13541 -0.75132 2.86187
H 0.59590 -0.55660 -0.35581
H -1.32517 -1.34914 0.48424
*
```